Formula: CN2O2S2
Source: the OMol25 dataset
Level of theory: ωB97M-V/def2-TZVPD

HOMO level (alpha / beta) in eV: -9.67 / -9.46
Kohn-Sham gap (alpha / beta) in eV: 7.74 / 7.68
Energy in Ha: -1094.30057
Energy relative to the best compared isomer or geometry (same formula, charge and spin) in kcal/mol: 36.64
Molar mass in g/mol: 136.2
LUMO energy (alpha / beta) in eV: -1.9 / -1.8

Cartesian coordinates (Å):
C1 -0.990 1.643 -0.381
N1 -1.435 2.698 -0.311
N2 -0.458 0.428 -0.496
O1 1.939 -2.415 1.475
O2 -0.583 -0.281 -1.534
S1 0.396 -0.100 0.893
S2 1.131 -1.974 0.354

---

Formula: C4H8O2
Source: the OMol25 dataset
Level of theory: ωB97M-V/def2-TZVPD

HOMO level in eV: -8.37
Kohn-Sham gap in eV: 9.42
Energy in Ha: -307.60834
Energy relative to the best compared isomer or geometry (same formula, charge and spin) in kcal/mol: 65.32
Molar mass in g/mol: 88.1
LUMO energy in eV: 1.1

Cartesian coordinates (Å):
C1 -0.627 1.595 -0.252
C2 0.311 1.283 0.643
O1 0.570 0.003 1.061
C3 -0.470 -0.888 0.688
C4 -0.884 -0.641 -0.756
O2 -1.400 0.672 -0.902
H1 -0.848 2.617 -0.537
H2 2.487 -0.808 -0.172
H3 3.022 -1.123 -0.584
H4 0.943 2.024 1.118
H5 -1.334 -0.736 1.350
H6 -0.084 -1.901 0.823
H7 -1.674 -1.329 -1.066
H8 -0.012 -0.768 -1.412

---

Formula: C24H25O
Source: the OMol25 dataset
Level of theory: ωB97M-V/def2-TZVPD

Total charge: +1
HOMO level in eV: -11.58
Kohn-Sham gap in eV: 5.94
Energy in Ha: -1004.46356
Energy relative to the best compared isomer or geometry (same formula, charge and spin) in kcal/mol: 0.00
Molar mass in g/mol: 329.5
LUMO energy in eV: -5.6

Cartesian coordinates (Å):
C1 -0.473 2.203 1.530
C2 -0.234 0.931 2.275
C3 -0.674 -0.270 1.864
C4 -0.127 -1.551 2.426
C5 -1.693 -0.377 0.764
H1 0.141 3.018 1.933
H2 -0.232 2.104 0.461
H3 -1.518 2.538 1.581
H4 0.423 1.007 3.141
H5 -0.856 -2.354 2.273
H6 0.795 -1.862 1.911
H7 0.099 -1.479 3.498
H8 -2.005 -1.421 0.658
H9 -2.593 0.222 0.966
H10 -1.294 -0.057 -0.211
C6 -0.359 -2.230 11.075
C7 -0.858 -0.935 11.243
C8 -1.993 -0.518 10.544
C9 -2.558 -1.399 9.621
O1 -3.570 -0.965 8.754
C10 -3.174 -0.125 7.714
C11 -2.665 -0.676 6.529
C12 -2.191 0.168 5.542
C13 -2.146 1.591 5.723
C14 -1.680 2.446 4.689
C15 -1.449 3.851 4.800
C16 -1.627 4.711 3.674
C17 -1.465 6.084 3.789
C18 -1.120 6.668 5.017
C19 -0.924 5.846 6.136
C20 -1.032 4.465 6.026
C21 -2.689 2.094 6.943
C22 -3.255 1.259 7.887
C23 -2.100 -2.705 9.461
C24 -0.993 -3.114 10.199
H11 0.524 -2.542 11.640
H12 -0.385 -0.235 11.934
H13 -2.447 0.463 10.687
H14 -2.652 -1.761 6.414
H15 -1.826 -0.254 4.603
H16 -1.595 1.995 3.706
H17 -1.923 4.268 2.722
H18 -1.615 6.713 2.911
H19 -0.991 7.749 5.094
H20 -0.678 6.294 7.100
H21 -0.788 3.837 6.886
H22 -2.694 3.165 7.135
H23 -3.730 1.647 8.789
H24 -2.610 -3.361 8.759
H25 -0.635 -4.137 10.098